Below is C2H9N4 as an isolated structure at a distorted geometry, with properties calculated with the ωB97M-V functional and the def2-TZVPD basis.

```
15
Properties=species:S:1:pos:R:3:nbo_charge:R:1
N 0.5378 -0.7019 0.1473 -0.6983
N -1.8411 -0.9828 -0.0266 -0.9481
N 0.7520 0.8675 2.0782 -0.5217
N 0.5469 1.3144 -1.3321 -0.8577
C 1.3444 0.5332 -0.3834 0.0688
C 1.0158 0.4414 0.9674 0.4237
H 0.3915 0.1905 2.6634 0.3626
H 2.3753 0.3875 -0.5494 0.2298
H -2.4967 -0.1651 0.1494 0.4353
H 0.8452 1.1208 -2.3086 0.3887
H 0.9109 -1.6171 0.1981 0.4116
H -0.7617 -0.5978 -0.0460 0.4353
H -2.0749 -1.7299 0.6876 0.4268
H -2.1460 -1.4379 -0.9135 0.4290
H 0.6006 2.3773 -1.3318 0.4142
```

Charge = +1
E_HOMO = -14.245 eV
E_LUMO = -0.1221 hartree



Below is C39H72N12O3S2Si2 as an isolated structure, with properties calculated with the ωB97M-V functional and the def2-TZVPD basis.

```
130
Properties=species:S:1:pos:R:3:mulliken_charge:R:1
S 1.1067 1.1061 -1.1725 -0.5025
S 2.7082 -0.7717 0.4638 0.0935
Si -5.4728 2.7001 -1.1478 0.2091
Si -2.6183 2.3899 -0.9682 0.1968
O -4.1478 1.9196 -0.5375 0.2255
O -2.7133 6.2628 2.3271 -0.3566
O -4.7321 4.8512 0.4919 -0.2774
N 2.9493 -10.9731 -11.2811 -0.3572
N 3.3292 1.8402 0.0943 0.1518
N 2.9703 -5.8584 -2.1696 -0.4419
N -4.1251 -2.3845 -1.0758 -0.4319
N 5.4234 3.1509 4.1129 -0.4407
N 2.1349 -3.9243 1.8056 -0.3431
N 7.9235 -1.3092 4.0934 -0.4056
N 0.2425 -3.3303 -1.9175 -0.2792
N -10.0799 -3.1959 0.3078 -0.3789
N 3.4975 -8.5661 -5.8184 -0.4370
N 8.0501 7.0078 6.9109 -0.3566
N 3.1013 -2.9447 -5.2419 -0.5097
C -3.7793 5.8626 0.2356 -0.7519
C 1.6004 -3.0205 4.1846 -0.8145
C -0.4411 5.4049 2.9277 -1.0128
C -1.8873 -4.0076 -3.2463 -0.9822
C -0.2175 0.0668 -0.5294 -0.4477
C 7.2645 -0.3749 6.4314 -0.7344
C -1.8519 1.2028 -2.1852 -1.0677
C -2.5368 5.6453 1.0714 -0.2291
C 4.2154 2.2494 -2.1977 -1.2550
C 2.7653 -10.3582 -10.3304 0.2819
C 2.5323 -9.5771 -9.1255 -0.6813
C 3.9605 -6.0847 -5.1914 -0.5652
C -7.0217 1.7652 -0.6567 -1.0609
C 2.6939 1.9949 2.5175 -1.1655
C 3.7014 -7.4715 -5.5396 0.3175
C -7.8403 -0.4156 0.3002 -1.6981
C 6.4213 2.7614 3.7005 0.4838
C -0.6946 -3.6294 -2.5069 0.3564
C -1.5583 6.4145 3.1332 -0.4825
C 6.0612 6.1687 5.4592 -0.6359
C -6.7621 0.6751 0.4051 1.4483
C 7.6342 -0.9068 5.1279 0.3470
C 3.6027 -5.3047 -1.3890 0.3894
C -11.9114 -1.7011 -0.7771 -0.8072
C -1.3162 -0.1067 -1.5691 -0.3334
C 7.1713 6.6381 6.2732 0.3265
C 1.8985 -3.5349 2.8576 0.3459
C -4.3303 -2.5050 0.0465 0.5224
C 7.6767 2.2601 3.1675 -0.8050
C -4.6025 -2.6375 1.4688 -0.9582
C -6.8445 1.2812 1.8008 -1.7490
C 3.8038 1.9092 1.4929 -0.5804
C -5.5828 4.5232 -0.6020 -0.6526
C -10.8897 -2.5399 -0.1702 0.3795
C 4.3565 -4.5920 -0.3700 -0.4266
C 4.5009 1.7076 -0.8059 -0.2449
C 2.8581 -1.7672 -2.9387 0.2046
C 2.4760 0.7268 -0.1203 -0.3748
C 2.9960 -2.4111 -4.2315 0.1070
H -2.6357 3.7523 -1.5449 -0.2077
H -5.4226 5.1770 -1.4617 0.4270
H 2.3296 3.0101 2.6460 0.2313
H 0.0926 5.6002 1.9992 0.3178
H -6.8334 0.5085 2.5693 0.4072
H -1.1615 7.4294 3.0448 0.2604
H -2.1448 -0.6259 -1.0847 -0.0196
H 8.3408 3.0785 2.8942 0.3313
H -2.3874 4.5706 1.1825 0.1053
H 7.8367 -0.8624 7.2183 0.3104
H 1.8669 1.3215 2.3127 0.3985
H 3.1055 1.7024 3.4816 0.3059
H 1.8486 -1.9619 4.2448 0.2159
H 3.8366 -1.6107 -2.4834 0.2503
H 1.7880 -10.0551 -8.4921 0.2642
H -3.4894 5.8996 -0.8155 0.4664
H 4.4953 1.0859 1.6948 0.3870
H -0.9633 -0.7596 -2.3638 0.2300
H 7.5025 1.6517 2.2814 0.2601
H -7.7995 1.7956 1.9041 0.4233
H -7.7427 2.4760 -0.2465 0.4204
H 2.1755 -3.5539 4.9392 0.2978
H 8.1856 1.6374 3.9003 0.2125
H 4.8370 0.6690 -0.8586 0.3042
H 5.4917 7.0070 5.0614 0.3021
H -7.5131 -1.3602 0.7293 0.2847
H -1.8012 2.3903 0.2629 -0.1700
H 4.6301 -5.6225 -5.9154 0.3512
H -1.6959 6.0794 0.5240 0.3666
H -1.0096 1.7400 -2.6317 0.5303
H 2.2601 -2.3728 -2.2581 -0.1063
H 5.3857 5.5464 6.0423 0.2591
H -5.7871 0.2236 0.2294 -0.0384
H -2.5596 -4.5841 -2.6139 0.2717
H 4.7400 -5.2860 0.3754 0.3574
H -2.5171 0.9577 -3.0119 0.5095
H 2.3721 -0.7964 -3.0272 0.0988
H 3.8782 3.2784 -2.1152 0.3027
H -5.5594 -3.1320 1.6279 0.3426
H 3.4447 -9.4728 -8.5418 0.2202
H -0.6181 0.4570 0.4030 0.3507
H 3.7156 -3.8683 0.1333 -0.0896
H -4.6399 -1.6563 1.9402 0.2281
H -1.6209 -4.6121 -4.1114 0.3433
H 3.4345 1.6612 -2.6751 0.1883
H -12.8824 -1.8951 -0.3254 0.2985
H 3.0417 -5.5058 -5.1703 0.1763
H 6.2057 -0.5380 6.6228 0.2558
H 0.2048 -0.9095 -0.3107 0.3997
H -5.4135 2.6977 -2.6355 -0.2460
H -6.6152 4.7010 -0.2869 0.3553
H 4.3937 2.8189 1.5808 0.5797
H -2.4173 -3.1220 -3.5927 0.2920
H 6.4178 5.5745 4.6224 0.0816
H -8.1541 -0.5779 -0.7273 0.3862
H 7.4588 0.6955 6.4787 0.2621
H -8.7206 -0.0996 0.8616 0.3270
H 0.5425 -3.1395 4.4115 0.2825
H -11.6708 -0.6486 -0.6382 0.2650
H -1.9052 6.3186 4.1619 0.3224
H 0.2883 5.5626 3.7194 0.4494
H 5.1131 2.2127 -2.8089 0.4440
H -11.9828 -1.8996 -1.8448 0.2691
H -6.0452 1.9921 2.0077 0.4342
H -0.7943 4.3791 2.9261 0.2917
H 5.1990 -4.0640 -0.8146 0.2728
H -3.8256 -3.2255 1.9539 0.3507
H 5.3055 2.2888 -0.3600 0.4322
H 2.1756 -8.5799 -9.3769 0.2622
H 4.4137 -6.0139 -4.2083 0.1397
H -7.4981 1.3465 -1.5412 0.4567
H -4.1973 6.8353 0.5091 0.3043
```

Charge = 0
E_HOMO = -8.821 eV
E_LUMO = -0.0186 hartree